1.
A molecular structure, C24H16BrCl2N5O3Tc, computed with the ωB97M-V functional and the def2-TZVPD basis.

## Properties
ΔE to the lowest compared entry with this formula, charge and spin = 78.7 kJ/mol
⟨S²⟩ = 3.80

ORCA input file:
```
! RIJCOSX wB97M-V def2-TZVPD def2/J DEFGRID3
* xyz 0 4
Tc -0.06 -0.36 0.47
O -0.91 3.59 1.47
C -0.95 2.45 1.02
N 0.00 1.50 1.26
C 0.88 1.78 2.37
C 1.37 0.49 2.96
C 2.28 0.45 4.01
C 2.64 -0.76 4.56
C 2.09 -1.93 4.04
C 1.22 -1.83 2.98
N 0.87 -0.65 2.44
C -2.15 1.93 0.31
C -3.34 2.61 0.36
C -4.54 1.97 0.07
C -4.51 0.57 -0.17
C -3.34 -0.09 -0.28
N -2.12 0.60 -0.16
H 0.34 2.33 3.15
H 1.74 2.41 2.10
H 2.67 1.39 4.40
H 3.35 -0.80 5.38
H 2.34 -2.90 4.44
H 0.76 -2.70 2.53
H -3.31 3.64 0.70
H -5.48 2.50 0.11
H -5.43 0.01 -0.27
H -3.23 -1.14 -0.50
Br 3.08 1.19 -0.18
C 2.99 -0.68 -0.31
C 4.15 -1.40 -0.54
C 4.06 -2.77 -0.67
C 2.81 -3.38 -0.57
C 1.72 -2.59 -0.32
N 1.80 -1.25 -0.19
C 0.33 -3.20 -0.14
O 0.19 -4.39 -0.27
O -0.57 -2.33 0.18
H 5.09 -0.88 -0.62
H 4.95 -3.36 -0.86
H 2.66 -4.44 -0.67
Cl 0.07 3.01 -1.85
C -0.77 1.91 -2.89
C -0.93 2.30 -4.21
C -1.57 1.46 -5.10
C -2.02 0.22 -4.69
C -1.83 -0.16 -3.37
Cl -2.29 -1.78 -2.93
C -1.24 0.68 -2.41
N -1.09 0.23 -1.09
H -0.56 3.26 -4.52
H -1.71 1.77 -6.13
H -2.49 -0.47 -5.37
*
```

natural (NBO) atomic charge list, values in e, 2 entries: atom 1 (Tc): 1.092, atom 2 (O): -0.643



2.
2 unconnected molecules or ions with the total composition C4H10OSi at a distorted geometry, computed with the ωB97M-V functional and the def2-TZVPD basis.

## Properties
ΔE to the lowest compared entry with this formula, charge and spin = 192.9 kJ/mol
Structure (SMILES) = C[SiH](C)O.C#C

ORCA input file:
```
! RIJCOSX wB97M-V def2-TZVPD def2/J DEFGRID3
* xyz 0 1
C -3.77 0.75 -1.24
C -2.95 0.36 -0.44
C 1.14 -0.45 1.96
C 0.76 0.96 -0.84
O 2.22 -1.48 -0.54
Si 1.01 -0.63 0.16
H -0.13 -1.41 -0.20
H -4.40 1.41 -1.78
H -2.09 -0.19 -0.12
H 0.30 0.13 2.20
H 1.46 -1.27 2.48
H 1.92 0.26 2.18
H 1.55 1.68 -0.65
H 0.95 0.76 -1.81
H -0.21 1.56 -0.85
H 2.23 -2.44 -0.50
*
```

natural (NBO) atomic charge list, values in e, 2 entries: atom 1 (C): -0.232, atom 2 (C): -0.239



3.
A molecular structure, C54H46BiN5OP2SSbSe4, computed with the ωB97M-V functional and the def2-TZVPD basis.

## Properties
ΔE to the lowest compared entry with this formula, charge and spin = 0.0 kJ/mol

ORCA input file:
```
! RIJCOSX wB97M-V def2-TZVPD def2/J DEFGRID3
* xyz -1 1
Bi -2.46 0.34 -1.83
C -5.62 -2.05 0.74
C -4.72 -1.54 -0.34
N -4.65 -0.32 -0.72
N -5.45 0.60 -0.12
C -5.31 1.84 -0.56
N -6.18 2.72 0.01
S -4.24 2.49 -1.75
C -3.87 -2.53 -1.08
C -3.98 -3.89 -0.87
C -3.25 -4.76 -1.68
C -2.45 -4.24 -2.68
C -2.35 -2.86 -2.81
N -3.03 -2.04 -2.01
H -6.12 -1.22 1.22
H -5.04 -2.61 1.48
H -6.37 -2.73 0.33
H -6.62 2.42 0.87
H -5.94 3.70 -0.06
H -4.63 -4.28 -0.10
H -3.32 -5.82 -1.52
H -1.88 -4.87 -3.34
H -1.71 -2.40 -3.55
C 4.56 1.84 2.91
C 3.29 2.32 3.64
C 3.69 3.00 4.94
C 2.41 1.10 3.87
C 2.49 0.28 4.99
C 1.81 -0.93 5.05
C 1.04 -1.35 3.97
C 0.90 -0.55 2.85
P 0.04 -0.97 1.27
C -0.66 -2.62 1.65
C -0.31 -3.79 0.99
C -1.01 -4.97 1.23
C -2.06 -4.99 2.13
C -2.43 -3.82 2.79
C -1.74 -2.65 2.54
C 1.53 -1.31 0.26
C 2.53 -2.20 0.64
C 3.63 -2.40 -0.17
C 3.76 -1.69 -1.36
C 2.79 -0.77 -1.73
C 1.68 -0.58 -0.91
C 1.56 0.68 2.86
O 1.36 1.45 1.74
C 1.66 2.78 1.78
C 0.99 3.57 0.85
C 1.29 4.92 0.81
C 2.20 5.47 1.71
C 2.81 4.66 2.66
C 2.56 3.29 2.71
P -0.32 2.74 -0.13
C -0.50 3.76 -1.63
C 0.35 3.36 -2.67
C 0.29 3.97 -3.92
C -0.63 4.98 -4.13
C -1.48 5.39 -3.11
C -1.42 4.77 -1.87
C -1.75 3.16 0.95
C -2.12 4.45 1.34
C -3.17 4.65 2.21
C -3.88 3.57 2.72
C -3.51 2.28 2.36
C -2.45 2.08 1.48
H 5.10 1.14 3.53
H 5.20 2.69 2.67
H 4.30 1.34 1.97
H 4.24 2.31 5.58
H 2.82 3.35 5.50
H 4.35 3.84 4.76
H 3.13 0.56 5.82
H 1.89 -1.55 5.93
H 0.54 -2.31 4.01
H 0.48 -3.78 0.26
H -0.73 -5.87 0.70
H -2.61 -5.91 2.32
H -3.25 -3.82 3.49
H -2.04 -1.73 3.04
H 2.44 -2.75 1.58
H 4.40 -3.11 0.12
H 4.61 -1.86 -2.01
H 2.87 -0.22 -2.66
H 0.92 0.14 -1.18
H 0.82 5.55 0.06
H 2.42 6.52 1.67
H 3.50 5.10 3.36
H 1.05 2.55 -2.52
H 0.92 3.60 -4.71
H -0.70 5.44 -5.11
H -2.21 6.17 -3.29
H -2.13 5.06 -1.10
H -1.55 5.30 0.98
H -3.45 5.66 2.50
H -4.70 3.73 3.40
H -4.05 1.43 2.75
H -2.15 1.08 1.21
Se 2.68 0.45 -6.19
Sb 0.41 -0.38 -6.41
Se -2.36 0.43 -4.43
Se -0.22 -0.17 -3.54
Se 0.39 -2.80 -6.71
N 0.62 -3.30 -2.15
C 1.64 -3.54 -2.62
C 2.91 -3.83 -3.23
C 3.73 -4.82 -2.67
C 4.97 -5.06 -3.23
C 5.40 -4.31 -4.32
C 4.58 -3.33 -4.86
C 3.33 -3.08 -4.32
H 3.38 -5.38 -1.81
H 5.61 -5.82 -2.81
H 6.37 -4.49 -4.75
H 4.90 -2.75 -5.71
H 2.68 -2.33 -4.74
*
```

Mulliken atomic charge list, values in e, 2 entries: atom 1 (Bi): 1.940, atom 2 (C): -1.457



4.
A molecular structure, C11H25BiN5O8 at a distorted geometry, computed with the ωB97M-V functional and the def2-TZVPD basis.

## Properties
ΔE to the lowest compared entry with this formula, charge and spin = 95.8 kJ/mol

ORCA input file:
```
! RIJCOSX wB97M-V def2-TZVPD def2/J DEFGRID3
* xyz 1 1
O 0.40 -0.06 -4.01
H 0.61 0.15 -4.95
Bi 0.65 0.32 -0.47
N 0.92 -1.93 -1.87
N -1.04 -1.94 -0.24
N 0.14 2.72 -0.60
N -1.30 1.16 0.83
O 1.63 -1.91 -2.97
O 0.81 3.47 -1.45
O -1.98 0.33 1.69
O -2.04 -1.96 0.57
C -0.65 -3.17 -0.68
C 0.50 -3.16 -1.49
C -0.69 3.35 0.26
C -1.50 2.47 1.05
C 1.24 -4.37 -1.92
H 1.28 -4.43 -3.02
H 0.76 -5.29 -1.56
H 2.27 -4.36 -1.53
C -1.38 -4.36 -0.20
H -2.43 -4.30 -0.51
H -1.34 -4.45 0.89
H -0.97 -5.27 -0.64
C -0.71 4.83 0.43
C -2.43 2.98 2.09
H -0.07 5.32 -0.31
H -0.36 5.09 1.44
H -1.74 5.22 0.36
H -3.06 2.17 2.46
H -3.07 3.78 1.69
H -1.86 3.42 2.93
H 1.48 2.23 -2.05
H -1.99 -0.57 1.18
C -1.33 0.23 -2.88
H -1.47 -0.75 -3.35
H -1.29 1.18 -3.41
H -1.93 0.38 -1.92
O 1.72 1.23 -2.15
H 0.92 -0.88 -3.70
H 1.29 0.91 -3.00
N 2.40 0.74 4.06
C 1.94 -0.59 3.54
C 1.57 -0.37 2.10
O 1.07 -1.29 1.41
O 1.76 0.84 1.65
H 2.52 1.38 3.24
H 3.25 0.66 4.62
H 1.66 1.14 4.66
H 2.77 -1.30 3.60
H 1.09 -0.96 4.11
*
```

natural (NBO) atomic charge list, values in e, 2 entries: atom 1 (O): -0.976, atom 2 (H): 0.502



5.
2 unconnected molecules or ions with the total composition C11H18Br2NO2S at a distorted geometry, computed with the ωB97M-V functional and the def2-TZVPD basis.

## Properties
Total energy = -168195.5485 eV

ORCA input file:
```
! RIJCOSX wB97M-V def2-TZVPD def2/J DEFGRID3
* xyz 1 1
O 1.14 0.15 3.21
C 0.90 0.76 2.14
Br 2.31 0.63 0.72
C -0.42 1.64 1.92
N -1.70 0.88 2.09
C -2.22 -0.02 1.26
C -1.64 -0.58 -0.14
C -0.75 -1.89 0.29
C 0.43 -2.23 -0.73
Br 1.64 -3.53 0.24
S -3.80 -0.84 1.69
C -3.93 0.13 3.27
C -2.59 1.04 3.32
H -0.38 2.08 0.86
H -0.45 2.54 2.63
H -2.48 -0.98 -0.81
H -1.02 0.22 -0.67
H -0.29 -1.61 1.32
H -1.48 -2.74 0.48
H -0.01 -2.81 -1.61
H 1.01 -1.30 -1.05
H -4.92 0.71 3.35
H -3.80 -0.63 4.11
H -2.71 2.09 3.74
H -1.95 0.49 4.11
C 3.74 -0.35 -3.21
C 2.42 0.38 -3.27
O 1.45 -0.02 -2.65
C 2.35 1.62 -4.12
H 3.64 -1.22 -2.56
H 4.02 -0.69 -4.21
H 4.51 0.31 -2.80
H 2.58 1.37 -5.16
H 3.06 2.36 -3.75
H 1.35 2.04 -4.07
*
```

natural (NBO) atomic charge list, values in e, 2 entries: atom 1 (O): -0.469, atom 2 (C): 0.472



6.
A gas-phase ion, C4H8IN2 (charge +1) at a distorted geometry, computed with the ωB97M-V functional and the def2-TZVPD basis.

## Properties
ΔE to the lowest compared entry with this formula, charge and spin = 122.6 kJ/mol
Structure (SMILES) = C[C@@]1(I)C[NH+]=CN1

ORCA input file:
```
! RIJCOSX wB97M-V def2-TZVPD def2/J DEFGRID3
* xyz 1 1
C -1.45 -1.18 0.42
C -0.84 0.80 -0.50
C 0.08 0.47 0.67
C 1.87 0.46 0.26
N -0.38 -0.85 1.10
N -1.79 -0.22 -0.45
I -0.13 1.86 2.42
H -2.10 -2.06 0.67
H -1.17 1.75 -0.38
H -0.31 0.72 -1.46
H 2.21 1.47 0.03
H 1.82 -0.11 -0.61
H 2.35 -0.04 1.16
H 0.13 -1.54 1.65
H -2.53 -0.38 -1.20
*
```

natural (NBO) atomic charge list, values in e, 2 entries: atom 1 (C): 0.377, atom 2 (C): -0.305



7.
3 unconnected molecules or ions with the total composition C16H40N3O5, computed with the ωB97M-V functional and the def2-TZVPD basis.

## Properties
ΔE to the lowest compared entry with this formula, charge and spin = 0.0 kJ/mol

ORCA input file:
```
! RIJCOSX wB97M-V def2-TZVPD def2/J DEFGRID3
* xyz -1 1
C -4.79 0.32 -0.61
C -3.88 -0.89 -0.91
C -3.59 -1.71 0.35
C -2.61 -1.11 1.37
N -2.26 -1.91 2.51
O -3.51 -1.86 3.36
H -4.72 0.60 0.44
H -4.52 1.20 -1.20
H -5.84 0.09 -0.81
H -2.96 -0.53 -1.37
H -4.38 -1.53 -1.64
H -4.54 -1.84 0.89
H -3.24 -2.72 0.10
H -3.04 -0.14 1.73
H -1.64 -0.89 0.89
H -3.89 -2.74 3.24
C 3.94 -2.03 -3.06
O 3.58 -0.67 -3.00
C 3.61 0.01 -4.25
C 2.21 0.44 -4.65
N 1.39 -0.71 -4.98
C -0.02 -0.40 -5.22
C -0.83 0.12 -4.04
O -1.02 -0.83 -3.02
C -0.02 -0.89 -2.03
H 3.95 -2.41 -2.04
H 3.24 -2.63 -3.65
H 4.94 -2.16 -3.49
H 4.04 -0.63 -5.02
H 4.24 0.89 -4.14
H 2.29 1.09 -5.53
H 1.81 1.05 -3.83
H 1.45 -1.38 -4.23
H -0.50 -1.31 -5.58
H -0.07 0.34 -6.03
H -1.83 0.37 -4.41
H -0.41 1.04 -3.62
H 0.44 0.09 -1.86
H 0.77 -1.61 -2.27
H -0.49 -1.22 -1.10
C 3.62 0.09 3.96
O 2.37 -0.44 3.61
C 1.43 -0.48 4.69
C 0.25 0.43 4.42
N 0.68 1.83 4.43
C -0.36 2.77 4.02
C -0.91 2.63 2.61
O 0.01 2.95 1.58
C 0.88 1.89 1.22
H 4.26 0.01 3.08
H 3.56 1.14 4.26
H 4.08 -0.47 4.79
H 1.93 -0.20 5.62
H 1.06 -1.51 4.78
H -0.49 0.28 5.21
H -0.21 0.11 3.48
H 1.47 1.92 3.80
H 0.02 3.78 4.15
H -1.20 2.65 4.71
H -1.75 3.32 2.50
H -1.31 1.62 2.44
H 0.42 0.92 1.38
H 1.82 1.93 1.78
H 1.12 2.00 0.16
*
```

natural (NBO) atomic charge list, values in e, 2 entries: atom 1 (C): -0.613, atom 2 (C): -0.403



8.
C4H3NO2 in the gas phase at a distorted geometry, computed with the ωB97M-V functional and the def2-TZVPD basis.

## Properties
ΔE to the lowest compared entry with this formula, charge and spin = 319.5 kJ/mol
Structure (SMILES) = O=C=C/N=C\C=O

ORCA input file:
```
! RIJCOSX wB97M-V def2-TZVPD def2/J DEFGRID3
* xyz 0 1
C -1.10 0.65 0.02
C -1.20 -0.81 -0.01
C 1.17 0.83 -0.07
C 1.59 -0.44 0.10
N -0.08 1.36 -0.06
O 2.19 -1.45 0.24
O -2.15 -1.49 0.19
H -2.09 1.23 0.03
H -0.19 -1.44 -0.37
H 1.85 1.56 -0.06
*
```

natural (NBO) atomic charge list, values in e, 2 entries: atom 1 (C): -0.049, atom 2 (C): 0.374



9.
2 unconnected molecules or ions with the total composition H4O2 at a distorted geometry, computed with the ωB97M-V functional and the def2-TZVPD basis.

## Properties
ΔE to the lowest compared entry with this formula, charge and spin = 8.3 kJ/mol
Structure (SMILES) = O.O

ORCA input file:
```
! RIJCOSX wB97M-V def2-TZVPD def2/J DEFGRID3
* xyz 0 1
H -0.59 1.89 0.65
H -0.38 0.41 0.29
O -0.98 0.99 0.76
H 0.02 -1.56 -0.50
H 1.42 -0.98 -0.53
O 0.52 -0.74 -0.66
*
```

natural (NBO) atomic charge list, values in e, 2 entries: atom 1 (H): 0.461, atom 2 (H): 0.483



10.
3 unconnected molecules or ions with the total composition C3HNO3 at a distorted geometry, computed with the ωB97M-V functional and the def2-TZVPD basis.

## Properties
ΔE to the lowest compared entry with this formula, charge and spin = 257.8 kJ/mol

ORCA input file:
```
! RIJCOSX wB97M-V def2-TZVPD def2/J DEFGRID3
* xyz 0 1
C -3.01 -2.68 -0.48
C -1.26 0.23 -0.44
C 2.93 1.01 0.65
N -2.43 -1.65 -0.40
O 2.40 1.92 0.18
O -0.26 -0.06 0.08
O 3.46 0.19 1.24
H -1.84 1.04 -0.83
*
```

natural (NBO) atomic charge list, values in e, 2 entries: atom 1 (C): 0.141, atom 2 (C): 0.737



11.
2 unconnected molecules or ions with the total composition C2H8NO2 at a distorted geometry, computed with the ωB97M-V functional and the def2-TZVPD basis.

## Properties
ΔE to the lowest compared entry with this formula, charge and spin = 58.9 kJ/mol

ORCA input file:
```
! RIJCOSX wB97M-V def2-TZVPD def2/J DEFGRID3
* xyz -1 1
C -0.48 -0.66 -0.23
O 0.71 -0.77 0.34
C -0.94 0.76 -0.85
N 0.11 1.34 -1.74
H -1.38 -0.79 0.42
H -0.66 -1.31 -1.12
H -1.04 1.44 0.00
H -1.76 0.49 -1.51
H 0.68 0.54 -2.05
H 0.78 1.82 -1.14
H 1.73 -0.78 3.34
H 1.12 -0.84 1.79
O 1.12 -1.24 2.76
*
```

natural (NBO) atomic charge list, values in e, 2 entries: atom 1 (C): -0.003, atom 2 (O): -0.926



12.
A molecular structure, C25H26BrFN5OPtSi at a distorted geometry, computed with the ωB97M-V functional and the def2-TZVPD basis.

## Properties
ΔE to the lowest compared entry with this formula, charge and spin = 222.2 kJ/mol
⟨S²⟩ = 6.09

ORCA input file:
```
! RIJCOSX wB97M-V def2-TZVPD def2/J DEFGRID3
* xyz 3 5
Pt -0.32 -0.53 -0.52
C 1.40 -3.14 3.92
C 1.66 -3.13 2.56
C 1.32 -2.06 1.74
C 0.57 -0.97 2.29
C 0.51 -0.87 3.70
C 0.80 -2.00 4.46
N -0.25 -0.18 1.48
N -0.97 0.76 2.12
C -1.25 1.74 1.26
C -1.75 3.01 1.73
C -2.31 3.88 0.84
C -2.09 3.61 -0.56
C -1.37 2.49 -0.97
N -0.96 1.56 -0.09
H 1.72 -4.03 4.46
H 2.22 -3.99 2.23
H 1.73 -2.05 0.75
H 0.06 0.01 4.18
H 0.55 -2.07 5.47
H -1.76 3.09 2.81
H -2.90 4.81 1.08
H -2.43 4.31 -1.38
H -1.05 2.39 -2.03
O -5.62 -3.68 -0.13
C -4.45 -2.93 -0.08
C -4.39 -1.54 -0.10
C -3.12 -0.96 -0.28
N -1.92 -1.65 -0.23
C -2.01 -3.01 -0.18
Br -0.50 -4.18 -0.39
C -3.23 -3.63 0.10
H -6.44 -3.12 -0.27
H -5.30 -0.94 -0.08
H -3.01 0.12 -0.45
H -3.13 -4.71 0.29
C 2.56 0.78 -3.83
Si 1.79 -0.39 -2.55
C 2.47 -2.11 -2.37
C 0.19 -0.62 -3.40
N 1.41 0.46 -1.08
C 1.97 1.61 -0.56
C 2.83 1.46 0.55
C 3.13 2.58 1.35
C 2.54 3.79 1.12
C 1.82 3.96 -0.10
C 1.68 2.92 -0.94
F 1.19 3.08 -2.17
H 2.65 0.30 -4.81
H 3.53 1.31 -3.57
H 1.83 1.63 -4.06
H 2.61 -2.77 -3.24
H 1.73 -2.62 -1.74
H 3.41 -2.16 -1.82
H 0.31 -0.60 -4.47
H -0.58 0.14 -3.22
H -0.24 -1.60 -3.12
H 3.16 0.44 0.76
H 3.84 2.41 2.17
H 2.72 4.66 1.76
H 1.44 4.92 -0.38
*
```

natural (NBO) atomic charge list, values in e, 2 entries: atom 1 (Pt): 1.323, atom 2 (C): -0.031



13.
C4H4O2 in the gas phase at a distorted geometry, computed with the ωB97M-V functional and the def2-TZVPD basis.

## Properties
ΔE to the lowest compared entry with this formula, charge and spin = 249.8 kJ/mol
Structure (SMILES) = C#C[C@@H](O)C=O

ORCA input file:
```
! RIJCOSX wB97M-V def2-TZVPD def2/J DEFGRID3
* xyz 0 1
O -0.63 1.65 0.28
C -0.20 0.40 0.62
C -0.98 -0.67 -0.03
O -1.72 -0.23 -0.98
C 1.09 0.00 0.18
C 1.97 -0.43 -0.51
H -1.18 1.57 -0.53
H -0.27 0.27 1.71
H -0.94 -1.74 0.15
H 2.87 -0.82 -0.88
*
```

natural (NBO) atomic charge list, values in e, 2 entries: atom 1 (O): -0.681, atom 2 (C): -0.077



14.
2 unconnected molecules or ions with the total composition H2P2S4 at a distorted geometry, computed with the ωB97M-V functional and the def2-TZVPD basis.

## Properties
ΔE to the lowest compared entry with this formula, charge and spin = 213.3 kJ/mol
⟨S²⟩ = 2.02

ORCA input file:
```
! RIJCOSX wB97M-V def2-TZVPD def2/J DEFGRID3
* xyz 0 3
P 0.57 1.29 -0.59
P -1.28 -1.03 0.18
S -3.21 -1.10 -0.06
S -0.44 0.67 1.21
S -0.15 -0.48 -1.55
S 2.63 1.08 -0.18
H -0.49 -2.74 1.02
H 2.37 2.30 -0.03
*
```

natural (NBO) atomic charge list, values in e, 2 entries: atom 1 (P): 0.506, atom 2 (P): 0.500